i | The following is a quantum chemistry calculation of a cluster of 8 separate species, H16O8 in total, from OMol25.

Results
2S+1	1
structure (SMILES)	O.O.O.O.O.O.O.O
gap between HOMO and LUMO	0.3866	Ha
molecular weight	144.120	g mol⁻¹

Last column: Löwdin charge in e.
Element x y z (Å)
O 0.304 0.163 3.188  -0.038
H 0.280 -0.183 2.265  0.012
H -0.433 0.692 3.117  -0.035
O -0.562 -2.761 1.277  -0.125
H 0.436 -2.887 1.551  0.103
H -0.749 -2.651 0.321  -0.008
O -0.631 1.750 -2.869  -0.062
H -0.356 2.337 -3.500  -0.037
H -0.105 2.061 -2.011  0.062
O 3.147 -0.992 0.851  -0.051
H 2.357 -0.884 0.427  -0.086
H 3.669 -1.638 0.267  0.082
O 0.009 2.626 -0.264  -0.005
H 0.486 3.380 -0.536  0.063
H -0.174 2.786 0.633  0.057
O -0.541 -2.132 -1.595  0.020
H -1.188 -2.509 -2.223  0.100
H 0.225 -1.941 -1.961  -0.032
O -2.390 0.804 0.139  0.013
H -2.313 0.054 0.613  -0.031
H -2.635 1.515 0.720  0.037
O 0.492 -0.021 0.194  -0.084
H 0.261 -0.555 -0.538  -0.021
H 0.411 0.986 -0.066  0.064


ii | The following is a quantum chemistry calculation of a cluster of 8 separate species, H16O8 in total, from OMol25.

Results
2S+1	1
structure (SMILES)	O.O.O.O.O.O.O.O
gap between HOMO and LUMO	0.3907	Ha
molecular weight	144.120	g mol⁻¹

Last column: Löwdin charge in e.
Element x y z (Å)
O 1.293 0.911 -2.700  -0.041
H 2.206 1.049 -2.445  0.043
H 1.101 0.079 -2.325  -0.045
O 0.104 -2.523 1.274  -0.012
H -0.422 -2.116 0.634  -0.044
H -0.227 -3.392 1.354  0.039
O 1.492 3.239 -0.833  0.005
H 1.175 2.385 -0.835  -0.063
H 0.807 3.834 -0.633  0.008
O -1.246 1.892 -0.160  -0.015
H -1.791 2.415 0.434  0.083
H -1.058 2.506 -0.861  0.058
O 1.580 -1.477 -1.495  -0.041
H 1.139 -2.327 -1.472  0.052
H 1.424 -1.106 -0.636  -0.016
O -1.407 -1.051 -0.673  -0.040
H -2.326 -0.979 -0.330  0.084
H -1.057 -0.232 -0.377  -0.032
O 0.902 0.323 0.589  -0.041
H 0.198 1.000 0.502  0.019
H 0.974 -0.026 1.463  0.045
O -1.772 -1.135 3.245  -0.077
H -2.091 -1.946 3.622  0.019
H -0.995 -1.312 2.654  0.015


iii | The following is a quantum chemistry calculation of a structure of composition H16O8, from OMol25.

Results
2S+1	1
gap between HOMO and LUMO	0.2394	Ha
molecular weight	144.120	g mol⁻¹

Last column: Löwdin charge in e.
Element x y z (Å)
O -0.564 2.237 -0.868  -0.120
H -0.474 1.494 -0.271  -0.101
H -1.490 2.472 -0.820  0.043
O 0.819 0.609 -2.155  -0.011
H 0.983 0.218 -3.013  0.061
H 1.172 -0.025 -1.531  0.024
O -1.843 -1.012 -0.296  -0.035
H -1.819 -1.884 -0.689  0.051
H -0.930 -0.724 -0.293  -0.069
O 1.733 0.968 0.694  0.166
H 2.358 0.881 -0.025  0.124
H 2.247 1.328 1.417  0.150
O -2.054 0.970 -1.618  -0.095
H -1.286 0.588 -1.193  -0.016
H -2.105 0.527 -2.465  0.052
O -0.294 -1.137 3.025  -0.034
H -0.041 -1.876 3.579  0.023
H 0.149 -1.299 2.192  -0.360
O 0.665 -1.425 1.350  0.180
H 1.607 -1.266 1.282  0.159
H 0.481 -2.070 0.668  0.163
O -0.074 0.306 0.160  -0.115
H -0.062 -0.512 0.657  -0.024
H 0.824 0.634 0.216  -0.217


The data favor ii; the next most stable structure lies 173.7 kJ/mol above it.


i | The following is a quantum chemistry calculation of a cluster of 8 separate species, H16O8 in total, from OMol25.

Results
2S+1	1
structure (SMILES)	O.O.O.O.O.O.O.O
gap between HOMO and LUMO	0.3803	Ha
molecular weight	144.120	g mol⁻¹

Last column: Löwdin charge in e.
Element x y z (Å)
H -0.314 1.899 0.745  0.046
H -1.156 1.013 -0.158  0.006
H 1.403 -1.823 0.230  0.053
H 0.123 -1.062 0.539  0.002
H 0.203 0.200 3.718  0.039
H -0.226 0.230 2.260  -0.011
H -3.364 -1.337 0.231  0.026
H -2.010 -1.476 0.909  0.021
H 3.665 2.648 0.141  0.035
H 3.566 1.810 -1.123  0.040
H -0.793 -0.933 -3.899  0.024
H -2.268 -0.611 -4.075  -0.002
H 2.707 0.841 2.142  0.027
H 3.290 -0.492 2.582  0.042
H -3.116 -0.553 -2.270  0.065
H -1.924 0.241 -1.761  0.044
O -0.312 1.476 -0.121  -0.035
O 1.009 -1.230 0.881  -0.069
O -0.429 -0.190 3.104  -0.050
O -2.872 -1.055 1.011  -0.048
O 3.481 1.753 -0.165  -0.056
O -1.448 -0.713 -4.571  -0.081
O 2.945 -0.031 1.809  -0.074
O -2.160 -0.606 -2.157  -0.045


ii | The following is a quantum chemistry calculation of a cluster of 8 separate species, H16O8 in total, from OMol25.

Results
2S+1	1
structure (SMILES)	O.O.O.O.O.O.O.O
gap between HOMO and LUMO	0.4002	Ha
molecular weight	144.120	g mol⁻¹

Last column: Löwdin charge in e.
Element x y z (Å)
O 3.682 -1.574 -1.351  -0.036
H 3.973 -0.739 -1.717  0.039
H 2.841 -1.766 -1.768  0.002
O -2.113 -0.511 2.306  0.001
H -1.382 0.083 2.369  0.042
H -2.005 -1.149 2.964  0.035
O -1.484 1.444 -0.347  -0.013
H -1.258 2.107 -0.979  0.049
H -2.339 1.159 -0.610  0.028
O 0.833 3.109 0.600  0.002
H 0.051 2.641 0.862  0.004
H 1.344 2.467 0.245  -0.060
O 2.636 0.671 0.668  -0.051
H 3.326 -0.014 0.554  0.043
H 1.883 0.140 0.732  -0.055
O 0.648 -1.589 -2.060  -0.045
H 1.126 -0.784 -2.410  0.098
H -0.243 -1.248 -2.002  0.052
O 0.278 -0.750 0.430  -0.043
H 0.402 -1.149 -0.410  -0.036
H -0.440 -0.110 0.360  0.003
O -3.845 -0.796 0.133  -0.046
H -4.602 -1.128 0.532  -0.006
H -3.307 -0.509 0.894  -0.006


The data favor ii; the next most stable structure lies 137.1 kJ/mol above it.


i | The following is a quantum chemistry calculation of a cluster of 8 separate species, H16O8 in total, from OMol25.

Results
2S+1	1
structure (SMILES)	O.O.O.O.O.O.O.O
gap between HOMO and LUMO	0.4061	Ha
molecular weight	144.120	g mol⁻¹

Last column: Löwdin charge in e.
Element x y z (Å)
O -1.833 -2.456 2.356  -0.036
H -2.163 -2.265 1.470  0.061
H -2.579 -2.289 2.942  0.061
O 0.918 -3.269 0.155  -0.067
H 1.875 -3.213 0.200  0.028
H 0.630 -2.348 0.089  -0.016
O -0.163 -0.123 2.403  -0.064
H -0.636 -0.979 2.363  0.010
H 0.176 -0.088 3.302  0.062
O 0.498 -0.394 -0.504  -0.048
H -0.180 -0.107 0.119  0.027
H 0.995 0.410 -0.691  0.018
O 3.298 0.538 -2.616  -0.057
H 3.372 0.351 -1.675  0.027
H 3.878 -0.106 -3.035  0.037
O -2.498 1.675 2.196  -0.066
H -1.783 1.022 2.165  -0.020
H -3.306 1.188 2.015  0.025
O -1.519 1.243 -2.883  -0.058
H -0.864 0.939 -2.244  -0.003
H -1.020 1.401 -3.689  0.031
O 0.718 2.684 -1.348  -0.046
H 0.787 3.036 -2.240  0.047
H 1.398 3.148 -0.848  0.048


ii | The following is a quantum chemistry calculation of a cluster of 8 separate species, H16O8 in total, from OMol25.

Results
2S+1	1
structure (SMILES)	O.O.O.O.O.O.O.O
gap between HOMO and LUMO	0.3943	Ha
molecular weight	144.120	g mol⁻¹

Last column: Löwdin charge in e.
Element x y z (Å)
H 1.595 -0.046 -0.527  -0.011
H 0.231 0.111 0.199  0.053
H 0.759 -0.905 1.943  0.081
H -0.388 -1.376 0.957  -0.027
H 0.715 3.297 -2.250  0.055
H 1.287 4.277 -1.168  0.034
H 5.103 1.888 0.605  0.049
H 3.600 1.701 0.363  -0.018
H -2.507 -2.391 0.513  -0.004
H -2.908 -3.688 -0.308  0.097
H -4.240 -0.451 -1.105  0.005
H -3.069 -1.524 -0.962  0.037
H 4.276 -2.641 0.032  0.074
H 4.293 -2.935 -1.404  0.022
H -3.556 1.922 1.495  0.071
H -3.820 3.493 1.509  0.017
O 0.830 -0.465 -0.294  -0.016
O -0.087 -1.466 1.855  -0.094
O 0.452 3.981 -1.578  -0.088
O 4.245 1.722 1.022  -0.031
O -2.265 -2.946 -0.175  -0.039
O -4.061 -1.374 -1.114  -0.090
O 3.623 -2.862 -0.714  -0.089
O -4.107 2.677 1.108  -0.088


The data favor i; the next most stable structure lies 173.6 kJ/mol above it.


i | The following is a quantum chemistry calculation of a cluster of 8 separate species, H16O8 in total, from OMol25.

Results
2S+1	1
structure (SMILES)	O.O.O.O.O.O.O.O
gap between HOMO and LUMO	0.3862	Ha
molecular weight	144.120	g mol⁻¹

Last column: Löwdin charge in e.
Element x y z (Å)
O 1.690 -1.629 -0.938  -0.053
H 1.743 -2.543 -1.244  0.069
H 2.608 -1.362 -0.805  0.086
O -0.163 0.473 0.125  -0.043
H 0.222 -0.402 0.012  -0.008
H -0.720 0.409 0.912  0.000
O -0.569 -2.680 -2.672  -0.049
H -0.389 -2.537 -3.606  0.046
H -0.058 -1.996 -2.227  -0.010
O -1.638 3.299 2.131  -0.059
H -1.721 2.335 2.169  -0.012
H -1.866 3.601 3.014  0.031
O -0.559 -3.116 0.533  -0.049
H 0.212 -2.570 0.712  0.004
H -0.276 -3.734 -0.148  0.028
O 0.916 3.477 -0.309  -0.063
H 0.292 2.871 0.108  -0.005
H 1.183 4.072 0.396  0.028
O 1.142 0.475 -2.816  -0.059
H 0.642 0.966 -2.152  0.021
H 1.556 -0.243 -2.325  -0.020
O -1.391 0.488 2.716  -0.037
H -2.192 0.178 3.150  0.077
H -0.666 0.168 3.263  0.076


ii | The following is a quantum chemistry calculation of a cluster of 8 separate species, H16O8 in total, from OMol25.

Results
2S+1	1
structure (SMILES)	O.O.O.O.O.O.O.O
gap between HOMO and LUMO	0.3863	Ha
molecular weight	144.120	g mol⁻¹

Last column: Löwdin charge in e.
Element x y z (Å)
H 1.153 0.204 -0.680  0.098
H -0.028 0.858 -0.109  -0.009
H 0.499 5.069 -0.433  0.016
H -0.367 4.182 0.528  0.058
H -5.520 0.227 -0.387  0.000
H -4.040 0.050 -0.492  -0.009
H 3.192 1.009 2.490  0.030
H 1.809 0.472 2.136  0.011
H 1.309 -3.500 0.225  0.089
H 0.044 -2.683 0.852  -0.025
H 6.002 -0.725 -2.042  0.026
H 4.988 0.124 -1.335  0.032
H -2.023 -2.343 1.593  0.002
H -2.723 -1.232 1.074  0.044
H -2.020 -1.254 -2.407  0.092
H -2.809 -0.368 -1.486  -0.013
O 0.237 -0.024 -0.265  -0.086
O -0.338 5.041 0.019  -0.074
O -4.763 0.145 0.110  0.011
O 2.708 0.199 2.306  -0.053
O 0.701 -2.676 0.179  -0.086
O 5.834 -0.321 -1.190  -0.059
O -1.929 -1.762 0.891  -0.032
O -1.917 -0.693 -1.578  -0.061


iii | The following is a quantum chemistry calculation of a cluster of 8 separate species, H16O8 in total, from OMol25.

Results
2S+1	1
structure (SMILES)	O.O.O.O.O.O.O.O
gap between HOMO and LUMO	0.3950	Ha
molecular weight	144.120	g mol⁻¹

Last column: Löwdin charge in e.
Element x y z (Å)
O 13.070 -12.816 8.799  -0.048
H 12.629 -12.000 8.538  0.048
H 13.091 -12.784 9.764  0.044
O 16.143 -13.466 9.497  -0.051
H 15.217 -13.292 9.285  0.030
H 16.237 -14.424 9.394  0.024
O 15.590 -16.063 8.163  -0.039
H 15.541 -16.366 7.250  0.055
H 15.968 -16.807 8.645  0.041
O 15.437 -16.682 12.216  -0.058
H 15.060 -16.367 13.044  0.040
H 16.062 -15.994 11.959  0.013
O 18.636 -12.676 7.064  -0.064
H 18.652 -13.007 7.975  -0.005
H 19.150 -13.316 6.562  0.027
O 16.382 -11.282 11.815  -0.059
H 16.652 -12.199 11.696  0.005
H 16.005 -11.031 10.966  0.028
O 18.693 -15.982 11.028  -0.040
H 19.395 -15.689 10.432  0.049
H 18.085 -16.469 10.461  0.041
O 18.786 -13.164 10.241  -0.065
H 18.962 -14.032 10.633  -0.005
H 17.830 -13.171 10.023  -0.013


The data favor i; the next most stable structure lies 28.0 kJ/mol above it.


i | The following is a quantum chemistry calculation of a cluster of 2 separate species, CH2O2S3 in total, from OMol25.

Results
2S+1	1
structure (SMILES)	O=S(=O)=C=S.S
gap between HOMO and LUMO	0.3042	Ha
molecular weight	142.226	g mol⁻¹

Last column: Löwdin charge in e.
Element x y z (Å)
C -1.943 0.732 0.435  -0.588
O -1.563 -1.244 -1.176  -0.467
O -0.147 -1.031 0.756  -0.502
S -1.264 2.068 0.115  0.802
S 2.240 0.838 -0.210  0.584
S -1.433 -1.378 0.286  0.732
H 1.736 0.172 0.719  -0.289
H 2.374 -0.157 -0.926  -0.272


ii | The following is a quantum chemistry calculation of a cluster of 2 separate species, CH2O2S3 in total, from OMol25.

Results
2S+1	1
gap between HOMO and LUMO	0.2846	Ha
molecular weight	142.226	g mol⁻¹

Last column: Löwdin charge in e.
Element x y z (Å)
C -1.719 0.681 -0.059  -1.085
O 1.503 -1.037 0.724  -0.499
O 2.856 -0.086 -0.987  -0.410
S -0.472 1.737 0.319  0.525
S -1.745 -1.073 -0.126  0.695
S 2.494 -0.062 0.387  0.842
H -2.469 1.066 -0.804  0.007
H -0.448 -1.227 0.546  -0.074


The data favor ii; the next most stable structure lies 196.9 kJ/mol above it.